1) # CH10O3S

A cluster of 5 separate species, CH10O3S in total (ωB97M-V with the def2-TZVPD basis set, the OMol25 dataset).

## Properties
multiplicity: 1
HOMO-LUMO gap: 0.146 Ha
E_LUMO: -5.34 eV
charge: 0

Positions of all 15 atoms, in Å:
H1 0.24 1.20 -0.21
O1 -0.35 -0.94 -1.35
H2 2.10 -1.15 2.40
H3 1.01 -0.51 1.62
C1 -0.48 1.65 0.38
S1 -0.90 0.77 1.83
H4 0.50 -1.18 -1.69
H5 -0.52 0.01 -1.67
H6 -0.26 2.65 0.62
O2 1.53 -1.35 1.60
H7 -0.56 -2.78 1.35
H8 -0.41 -3.28 0.89
O3 -0.18 1.30 -2.42
H9 -1.26 1.76 -0.22
H10 -0.49 1.85 -3.12

Atomic partial charges in e from the natural (NBO) method, atoms 1 to 4:
1. H 0.29
2. O -0.94
3. H 0.46
4. H 0.45

2) # CH10O3S

A cluster of 4 separate species, CH10O3S in total (ωB97M-V with the def2-TZVPD basis set, the OMol25 dataset).

## Properties
multiplicity: 1
HOMO-LUMO gap: 0.335 Ha
E_LUMO: 0.14 eV
charge: 0

Positions of all 15 atoms, in Å:
H1 -0.32 -2.06 2.33
H2 -2.23 -0.77 1.00
O1 0.06 2.64 -0.37
S1 1.75 -1.11 -3.02
O2 -0.57 -1.27 2.82
H3 0.16 -0.72 3.13
O3 -3.12 -0.49 0.75
H4 -3.31 0.04 1.55
H5 -0.75 3.12 -0.61
C1 1.91 -0.35 -1.39
H6 0.50 -0.69 -3.40
H7 1.40 0.58 -1.56
H8 -0.09 2.12 0.42
H9 2.95 -0.13 -1.16
H10 1.65 -0.90 -0.49

Atomic partial charges in e from the natural (NBO) method, atoms 1 to 4:
1. H 0.49
2. H 0.47
3. O -0.95
4. S -0.05

The most stable of them is 2).

1) # C3H6N

The ion C3H6N with charge +1 (ωB97M-V with the def2-TZVPD basis set, the OMol25 dataset).

## Properties
multiplicity: 1
HOMO-LUMO gap: 0.406 Ha
E_LUMO: -4.12 eV
charge: +1

Positions of all 10 atoms, in Å:
H1 -0.86 0.32 -0.89
H2 1.57 0.29 0.07
C1 -0.19 0.12 1.07
C2 0.65 -0.36 0.07
H3 -1.69 0.95 2.48
H4 -0.08 -0.99 -1.74
C3 -0.86 0.58 1.93
N1 0.00 -0.07 -1.27
H5 1.11 -1.53 0.11
H6 0.34 0.69 -1.83

Atomic partial charges in e from the natural (NBO) method, atoms 1 to 4:
1. H 0.46
2. H 0.27
3. C -0.18
4. C -0.30

2) # C3H6N

The ion C3H6N with charge +1 (ωB97M-V with the def2-TZVPD basis set, the OMol25 dataset).

## Properties
multiplicity: 1
HOMO-LUMO gap: 0.359 Ha
E_LUMO: -5.89 eV
charge: +1

Positions of all 10 atoms, in Å:
H1 -1.22 0.19 -1.17
H2 0.08 -0.14 1.40
C1 -1.21 0.05 -0.14
C2 1.26 0.73 -0.03
N1 0.12 -0.08 0.44
H3 1.29 1.70 -0.26
H4 -1.57 1.00 0.49
H5 -1.63 -0.94 -0.02
C3 1.22 -0.79 -0.26
H6 1.67 -1.72 -0.45

Atomic partial charges in e from the natural (NBO) method, atoms 1 to 4:
1. H 0.24
2. H 0.41
3. C -0.42
4. C 0.07

The most stable of them is 1).

1) # C5H8NO

The ion C5H8NO with charge -1 (ωB97M-V with the def2-TZVPD basis set, the OMol25 dataset).

## Properties
multiplicity: 1
HOMO-LUMO gap (spin up / spin down): 0.223 / 0.223 Ha
E_LUMO (spin up / spin down): 4.29 / 4.29 eV
charge: -1

Positions of all 15 atoms, in Å:
C1 0.31 -0.60 -0.57
C2 -1.11 -1.20 -0.70
H1 -0.66 1.09 -1.19
H2 0.05 0.84 2.78
H3 0.90 -0.94 -1.39
C3 0.29 0.92 -0.64
C4 0.15 0.55 1.71
C5 0.04 1.46 0.76
O1 2.32 -0.94 0.47
N1 1.03 -1.04 0.66
H4 1.19 1.21 -1.09
H5 -1.64 -1.01 -1.62
H6 -1.65 -0.56 0.11
H7 -0.17 2.48 1.03
H8 -1.04 -2.27 -0.31

Atomic partial charges in e from the natural (NBO) method, atoms 1 to 4:
1. C -0.11
2. C -0.65
3. H 0.18
4. H 0.15

2) # C5H8NO

A cluster of 2 separate species, C5H8NO in total (ωB97M-V with the def2-TZVPD basis set, the OMol25 dataset).

## Properties
multiplicity: 1
HOMO-LUMO gap (spin up / spin down): 0.236 / 0.231 Ha
E_LUMO (spin up / spin down): 4.28 / 4.28 eV
charge: -1

Positions of all 15 atoms, in Å:
C1 0.80 -1.20 -0.51
N1 0.24 1.17 -0.32
H1 -3.66 -0.53 0.50
C2 -2.01 0.63 -0.40
H2 -2.14 -0.30 1.48
H3 -2.50 0.73 -1.33
H4 0.72 -1.20 -1.56
H5 0.02 -1.78 -0.07
C3 2.29 0.49 0.56
H6 3.09 -0.28 0.59
C4 -2.59 -0.13 0.49
H7 2.52 1.52 0.84
H8 1.73 -1.71 -0.23
C5 1.08 0.19 0.03
O1 0.41 2.41 -0.08

Atomic partial charges in e from the natural (NBO) method, atoms 1 to 4:
1. C -0.62
2. N -0.03
3. H 0.14
4. C -0.16

3) # C5H8NO

A structure of composition C5H8NO (ωB97M-V with the def2-TZVPD basis set, the OMol25 dataset).

## Properties
multiplicity: 1
HOMO-LUMO gap: 0.222 Ha
E_LUMO: 4.29 eV
charge: -1

Positions of all 15 atoms, in Å:
H1 -1.21 -0.90 -1.03
H2 -1.38 0.46 2.35
C1 0.34 0.98 -0.60
N1 0.63 -0.65 1.29
H3 0.15 -1.93 -1.70
O1 1.63 0.08 1.91
C2 -0.20 -1.43 -0.83
C3 -0.89 0.48 1.34
C4 0.70 -0.49 -0.22
H4 -0.14 0.96 -1.63
H5 1.71 -0.56 -0.71
H6 -0.31 -2.14 0.01
H7 1.21 1.65 -0.69
H8 -1.47 2.19 0.18
C5 -0.77 1.30 0.32

Atomic partial charges in e from the natural (NBO) method, atoms 1 to 4:
1. H 0.19
2. H 0.19
3. C -0.44
4. N -0.13

The most stable of them is 3).

1) # C5H8NO2

The ion C5H8NO2 with charge +1 (ωB97M-V with the def2-TZVPD basis set, the OMol25 dataset).

## Properties
multiplicity: 1
HOMO-LUMO gap: 0.422 Ha
E_LUMO: -3.58 eV
charge: +1

Positions of all 16 atoms, in Å:
C1 -1.76 0.07 0.05
H1 -0.64 1.49 1.51
H2 0.81 -0.71 -1.46
C2 0.94 -0.82 -0.38
H3 -0.13 -2.69 -0.25
O1 -1.45 -1.19 -0.14
H4 0.84 2.62 -0.27
N1 0.88 0.51 0.25
H5 1.62 0.68 0.94
H6 -0.08 -1.79 1.28
C3 -0.46 1.02 0.56
C4 -0.17 -1.70 0.19
C5 0.36 1.67 -0.47
H7 0.13 1.52 -1.52
H8 1.92 -1.28 -0.19
O2 -2.80 0.58 -0.11

Atomic partial charges in e from the natural (NBO) method, atoms 1 to 4:
1. C 0.81
2. H 0.27
3. H 0.24
4. C -0.26

2) # C5H8NO2

The ion C5H8NO2 with charge +1 (ωB97M-V with the def2-TZVPD basis set, the OMol25 dataset).

## Properties
multiplicity: 1
HOMO-LUMO gap (spin up / spin down): 0.346 / 0.346 Ha
E_LUMO (spin up / spin down): -4.62 / -4.62 eV
charge: +1

Positions of all 16 atoms, in Å:
H1 -0.37 -3.65 0.52
C1 -0.45 3.05 0.32
O1 0.62 0.82 -0.90
H2 0.96 -1.60 1.35
H3 1.91 -0.18 -2.13
H4 0.61 3.22 0.50
C2 0.46 -1.74 0.40
N1 1.12 -1.37 -0.66
C3 -0.70 -2.62 0.34
H5 -0.69 3.27 -0.72
H6 -1.20 -2.58 -0.63
H7 -1.05 3.67 0.99
O2 -0.78 1.69 0.64
H8 -1.39 -2.37 1.14
C4 -0.30 0.68 0.11
C5 1.26 -0.29 -1.28

Atomic partial charges in e from the natural (NBO) method, atoms 1 to 4:
1. H 0.29
2. C -0.29
3. O -0.49
4. H 0.24

The most stable of them is 1).